(one)
{
  "formula": "C9H10NO2PdS2Se3Te2",
  "method": "ωB97M-V/def2-TZVPD",
  "symbols": ["Pd", "Se", "Se", "Te", "Se", "C", "Te", "C", "H", "H", "H", "H", "H", "H", "O", "S", "O", "N", "C", "S", "C", "C", "C", "C", "C", "C", "H", "H", "H", "H"],
  "positions_angstrom": [[0.0604, 0.0583, 1.0070], [1.8433, -0.0169, 3.1234], [1.6068, -1.6568, 1.5384], [-0.7826, -2.3820, 2.2169], [-1.4268, -3.8434, 0.3852], [2.3454, 1.0279, -1.6603], [0.4018, 0.1711, -1.6017], [1.1009, -1.7941, -2.0535], [3.0039, 0.4498, -1.0169], [2.2440, 2.0387, -1.2746], [2.7158, 1.0452, -2.6828], [1.2339, -1.9039, -3.1277], [0.3503, -2.4925, -1.6829], [2.0410, -1.9742, -1.5365], [1.0539, 5.1638, -1.2693], [-0.1086, 4.3780, -1.5798], [-0.3560, 4.0644, -2.9607], [-0.1308, 3.0074, -0.6745], [-1.1361, 2.9886, 0.1586], [-1.5253, 1.7464, 1.2365], [-2.0098, 4.2082, 0.1057], [-3.1387, 4.5085, 0.8501], [-3.7802, 5.7162, 0.6104], [-3.3045, 6.6041, -0.3518], [-2.1721, 6.3023, -1.0978], [-1.5500, 5.0978, -0.8436], [-3.4999, 3.8119, 1.5947], [-4.6643, 5.9732, 1.1798], [-3.8228, 7.5396, -0.5194], [-1.7917, 6.9824, -1.8483]],
  "lowdin_charge": [-0.287, -0.090, -0.179, 0.250, -0.389, -0.408, 1.261, -0.460, 0.002, -0.013, 0.003, -0.007, -0.061, -0.017, -0.300, 0.615, -0.305, -0.174, -0.800, 0.616, -0.227, -0.033, -0.074, -0.079, -0.038, -0.221, 0.097, 0.101, 0.100, 0.119],
  "homo_ha": -0.1463,
  "homo_lumo_gap_ha": 0.2014,
  "lumo_energy_ha": 0.0551,
  "charge": -1
}

(two)
{
  "formula": "C9H10NO2PdS2Se3Te2",
  "method": "ωB97M-V/def2-TZVPD",
  "symbols": ["Pd", "Se", "Se", "Te", "Se", "C", "Te", "C", "H", "H", "H", "H", "H", "H", "O", "S", "O", "N", "C", "S", "C", "C", "C", "C", "C", "C", "H", "H", "H", "H"],
  "positions_angstrom": [[-2.6100, -0.8948, 0.5971], [-4.6107, -2.3146, -0.2785], [-4.8871, -0.8484, 1.4694], [-4.0473, 1.3944, 0.4447], [-3.9854, 2.6817, 2.4789], [-1.9215, -1.0807, 4.4099], [-0.7302, -1.0598, 2.6192], [-0.2761, 1.0063, 2.8685], [-1.2782, -1.1014, 5.2875], [-2.5516, -1.9683, 4.3904], [-2.5600, -0.1993, 4.4229], [-1.1423, 1.5935, 2.5743], [0.5861, 1.2425, 2.2503], [-0.0440, 1.1785, 3.9179], [2.7150, 1.2140, 0.5142], [2.4168, -0.0576, -0.0872], [3.2199, -1.1829, 0.3019], [0.8161, -0.3991, 0.0712], [0.2106, -0.4413, -1.0860], [-1.4229, -0.7490, -1.3667], [1.0934, -0.1617, -2.2657], [0.7711, -0.1097, -3.6123], [1.7821, 0.1866, -4.5172], [3.0843, 0.4303, -4.0883], [3.4067, 0.3823, -2.7383], [2.3893, 0.0851, -1.8559], [-0.2435, -0.2958, -3.9374], [1.5554, 0.2320, -5.5749], [3.8498, 0.6633, -4.8177], [4.4139, 0.5739, -2.3923]],
  "lowdin_charge": [-0.357, -0.063, -0.136, 0.289, -0.354, -0.458, 1.192, -0.417, -0.012, -0.012, -0.008, -0.056, -0.023, 0.004, -0.303, 0.619, -0.299, -0.163, -0.780, 0.602, -0.229, -0.035, -0.075, -0.081, -0.039, -0.219, 0.096, 0.101, 0.100, 0.119],
  "homo_ha": [-0.1445, -0.1444],
  "homo_lumo_gap_ha": [0.1923, 0.1921],
  "lumo_energy_ha": [0.0478, 0.0477],
  "charge": -1
}

Most stable structure - (one); separation to the second - 4.4 kcal/mol.